Record 1
18
Properties=species:S:1:pos:R:3:forces:R:3 method="wB97M-V/def2-TZVPD" e_tot_ha=-363.5830 homo_lumo_gap_ev=11.2552 de_lowest_kcal_mol=42.6 fmax_ev_per_a=5.7 total_charge=+1
C -0.760143 -0.439008 -1.544743 -2.6 3.2 2.0
O -0.435131 -1.718850 -1.650187 3.9 -3.9 -1.2
C -0.412813 0.012656 -0.020611 -0.9 1.0 -1.0
N -0.899225 -1.187820 0.738515 -2.3 0.5 1.2
H -1.898780 -0.358911 -1.574749 1.2 0.0 -0.4
H -0.325051 0.049035 -2.397024 0.1 1.4 0.3
H 0.544099 -1.762134 -1.993835 -2.8 -0.2 1.0
H 0.631588 0.147884 0.099118 0.9 -0.7 0.2
H -0.778887 0.924449 0.564426 -0.4 -1.3 -1.8
H -1.813690 -1.532075 0.296740 1.7 0.3 0.6
H -1.163706 -0.912568 1.717107 0.6 -0.3 -1.0
H -0.228047 -1.939121 0.783996 0.1 -0.4 -0.2
H 0.527142 2.356180 2.185905 -0.2 -0.3 -0.1
H -0.543070 1.763157 3.037404 -1.0 0.3 1.8
O -0.110183 1.623427 2.227650 1.3 0.3 -1.2
H 3.249304 0.680815 -0.961418 -0.2 -0.4 -0.1
H 2.131761 1.640224 -0.666122 0.0 -2.0 -0.4
O 2.284835 0.652663 -0.842166 0.6 2.6 0.3

---

Record 2
14
Properties=species:S:1:pos:R:3:forces:R:3 method="wB97M-V/def2-TZVPD" e_tot_ha=-1091.3215 homo_lumo_gap_ev="9.4675 / 9.8172" de_lowest_kcal_mol=60.3 fmax_ev_per_a=4.4 multiplicity=8 total_charge=+2
C -3.429641 1.154444 0.002118 -1.7 -0.3 0.3
C -2.248572 1.413453 0.128493 4.3 0.8 0.6
H -4.488324 0.938332 0.039899 0.2 0.0 -0.2
H -0.660041 1.333527 -0.109999 -1.0 0.0 -0.1
H -2.575228 2.079353 1.076951 0.2 -0.8 -1.1
Eu 3.111803 2.385330 -0.756466 -0.6 -1.1 0.6
O 2.609225 0.070543 0.048051 0.9 0.5 -0.8
C 1.405100 0.107923 -0.271279 0.0 -0.8 1.3
O 0.849195 1.281510 -0.336802 -2.2 0.7 -0.5
O 0.673703 -0.953051 -0.446940 -0.6 1.2 0.0
C 1.122699 -2.225817 0.070472 0.4 -0.5 -0.1
H 0.267632 -2.895654 -0.044176 0.3 0.2 0.0
H 1.973915 -2.564988 -0.527193 -0.2 0.0 0.3
H 1.388529 -2.124899 1.126865 0.0 0.0 -0.3

---

Record 3
9
Properties=species:S:1:pos:R:3:forces:R:3 method="wB97M-V/def2-TZVPD" e_tot_ha=-321.1123 homo_lumo_gap_ev=9.2589 smiles="O=[N+]([O-])C1=CC1" de_lowest_kcal_mol=166.5 fmax_ev_per_a=7.3 total_charge=0
O 2.090535 -0.955070 -0.488348 1.0 -1.3 0.6
N 1.196406 -0.456490 -1.111157 0.1 1.8 0.0
O 1.272375 -0.040877 -2.247729 -0.5 -0.4 -0.3
C 0.071739 -0.118988 -0.318637 -5.4 4.5 1.9
C -0.797401 0.930503 0.060715 4.0 -3.5 -1.7
C -0.801617 -0.222213 0.944539 -0.2 -2.6 0.9
H -1.013907 1.961104 0.229382 0.0 0.5 -0.7
H -0.329585 -0.164953 1.938885 -0.1 0.1 -0.3
H -1.688545 -0.933016 0.992350 1.1 0.8 -0.4

---

Record 4
18
Properties=species:S:1:pos:R:3:forces:R:3 method="wB97M-V/def2-TZVPD" e_tot_ha=-272.9383 homo_lumo_gap_ev=11.1721 smiles=CC[C@@H](C)CO de_lowest_kcal_mol=6.5 fmax_ev_per_a=0.4 total_charge=0
C 2.039403 -0.299265 0.269162 0.0 0.0 0.0
C 0.746527 0.233976 0.882020 0.0 0.1 0.1
C -0.569343 -0.344415 0.329881 0.0 0.0 0.0
C -1.737079 0.544679 0.765298 -0.1 0.0 0.0
C -0.563083 -0.499573 -1.185855 0.0 -0.3 0.2
O -0.390160 0.782902 -1.764794 0.1 0.1 -0.3
H 2.085867 -0.076071 -0.802363 0.0 0.0 0.2
H 2.151280 -1.382260 0.401227 -0.1 0.1 0.0
H 2.903601 0.183730 0.738510 -0.1 -0.1 -0.1
H 0.761126 0.061158 1.966512 0.0 0.1 -0.1
H 0.724975 1.321355 0.743447 0.0 -0.1 0.0
H -0.716292 -1.355792 0.739444 0.1 0.1 -0.1
H -1.597924 1.554207 0.363919 -0.1 -0.1 0.1
H -2.697126 0.166630 0.395265 0.1 0.0 0.1
H -1.794687 0.616665 1.857199 0.0 0.0 -0.1
H -1.515056 -0.954768 -1.508095 0.2 0.1 0.0
H 0.244112 -1.181739 -1.490954 -0.1 0.1 0.0
H -0.085485 0.673907 -2.670950 -0.1 0.1 0.1

---

Record 5
14
Properties=species:S:1:pos:R:3:forces:R:3 method="wB97M-V/def2-TZVPD" e_tot_ha=-303.8116 homo_lumo_gap_ev=10.4193 smiles="C[NH+]=C=NC1C=C1" de_lowest_kcal_mol=130.1 fmax_ev_per_a=6.9 total_charge=+1
C -2.531440 -0.739724 0.227429 -1.1 -2.0 -0.8
N -2.059172 0.519416 -0.248846 -6.0 2.8 -0.8
C -0.852299 0.788728 -0.233242 6.8 -0.1 1.4
N 0.308781 0.706688 0.044877 -1.7 0.5 -0.7
C 1.904634 0.678098 -0.215009 0.5 0.6 -0.7
C 2.642132 -0.579692 -0.255461 -0.7 1.9 1.0
C 3.012557 0.196436 0.713693 -0.9 1.3 0.8
H -2.053553 -1.096618 1.118464 -0.1 0.3 0.8
H -3.654607 -0.790034 0.211031 1.3 0.2 0.4
H -2.179447 -1.360536 -0.561271 -0.2 -1.5 -0.4
H -2.911270 1.100616 -0.597762 2.9 -0.6 0.6
H 2.022493 1.493181 -0.977014 -0.2 -0.8 1.0
H 2.709365 -1.421654 -0.830548 0.4 -2.0 -1.1
H 3.641828 0.505093 1.603656 -1.0 -0.6 -1.4